Entry 1:
15
Properties=species:S:1:pos:R:3 method="wB97M-V/def2-TZVPD" total_energy_ha=-1351.66718 homo_lumo_gap_ha="0.259 / 0.260" multiplicity=1 e_homo_ev="-7.795 / -7.799"
C -1.4658 -0.7029 -1.0454
C -1.5053 0.6969 -0.5574
C 1.2126 0.1395 0.2463
C 1.1313 0.2126 1.6905
S -0.6176 -1.7557 0.0453
S 0.2306 1.1669 -0.7292
S 2.6054 -0.4848 -0.4385
H -2.4069 -1.2474 -1.2603
H -1.0850 -0.7003 -2.0179
H -2.1302 1.2114 -1.2490
H -1.7560 0.7368 0.4447
H 1.6875 -0.6397 2.2540
H -0.0054 0.1212 1.9689
H 1.5776 1.0498 2.2403
H 2.5271 0.1956 -1.5925

---

Entry 2:
13
Properties=species:S:1:pos:R:3 method="wB97M-V/def2-TZVPD" total_energy_ha=-446.48822 homo_lumo_gap_ha="0.316 / 0.251" multiplicity=1 e_homo_ev="-8.789 / -7.119"
C -1.5032 0.3997 0.0559
C -1.3216 1.6344 -0.2671
C -0.6901 -0.8067 0.2165
C 0.7865 -0.7625 -0.4058
Si 1.9110 0.6990 -0.0254
H -2.4716 0.0697 0.4265
H -2.0916 2.4112 -0.0602
H -0.6804 -1.0361 1.3044
H -1.0314 -1.7666 -0.2385
H 1.2812 -1.6300 -0.0721
H 0.7155 -1.0655 -1.5789
H 2.9084 1.2110 -0.8388
H 2.1873 0.6423 1.4834

---

Entry 3:
13
Properties=species:S:1:pos:R:3 method="wB97M-V/def2-TZVPD" total_energy_ha=-446.47683 homo_lumo_gap_ha=0.328 multiplicity=1 e_homo_ev=-8.482
C 1.9690 1.0192 0.4188
C -0.5060 -2.0857 -0.4142
C 1.4851 0.2423 -0.4362
C -0.6689 -0.7787 -0.3315
Si -1.6249 0.7311 0.1859
H 2.8966 1.6660 0.6058
H 1.3275 1.2439 1.3286
H -1.3452 -2.8281 -0.5119
H 0.4282 -2.4732 -0.5364
H 1.8702 -0.1859 -1.3125
H -2.9541 0.4733 0.7314
H -1.6380 1.7560 -0.9225
H -0.6338 1.4226 1.2886

---

Entry 4:
14
Properties=species:S:1:pos:R:3 method="wB97M-V/def2-TZVPD" total_energy_ha=-182.52794 homo_lumo_gap_ha=0.335 multiplicity=1 e_homo_ev=-8.507 smiles="C=BC.C=C"
C -0.1390 -2.5194 0.0485
B -0.7583 -1.4695 0.6540
C -1.1555 -0.2128 1.5229
H -0.3652 -2.7453 -1.0541
H 0.4198 -3.3224 0.5845
H -0.2778 -0.2478 2.1290
H -1.9352 -0.4899 2.1486
H -1.4636 0.7652 1.0463
C 0.4055 1.9521 -1.3909
C 1.5475 1.4328 -0.9553
H 0.2528 2.9818 -1.1432
H -0.3444 1.2776 -1.8078
H 2.1519 2.1196 -0.4167
H 1.6616 0.4781 -1.3658

---

Entry 5:
16
Properties=species:S:1:pos:R:3 method="wB97M-V/def2-TZVPD" total_energy_ha=-333.07953 homo_lumo_gap_ha=0.392 multiplicity=1 e_homo_ev=-10.460 smiles="BCCOC(C)=O"
B 1.7368 -1.2611 0.1741
C 1.9938 0.3365 0.1447
C 0.7383 1.1776 -0.4370
O -0.4014 0.3558 -0.7652
C -1.3642 0.3207 0.2421
C -2.6708 -0.5501 -0.0764
O -1.2972 0.8427 1.3559
H 1.7235 -1.9838 -0.7601
H 1.5265 -1.7445 1.2488
H 2.8909 0.5023 -0.5545
H 2.3440 0.7441 1.1556
H 0.5193 2.0764 0.2103
H 1.1168 1.6012 -1.4309
H -2.9602 -1.1445 0.8506
H -3.5141 0.0654 -0.5032
H -2.3818 -1.3385 -0.8548

---

Entry 6:
16
Properties=species:S:1:pos:R:3 method="wB97M-V/def2-TZVPD" total_energy_ha=-333.17160 homo_lumo_gap_ha=0.398 multiplicity=1 e_homo_ev=-10.250 smiles="CB(C)OC(C)=O"
C 1.1768 -1.6836 -0.2897
B 0.8908 -0.1891 0.1705
C 2.0871 0.7824 0.3896
O -0.3252 0.4632 0.1248
C -1.6382 -0.0047 0.3249
C -2.7309 0.7999 -0.2245
O -1.7879 -1.0541 0.8959
H 2.0839 -2.1550 0.1772
H 1.7281 -1.3654 -1.2944
H 0.3318 -2.2919 -0.5394
H 1.8161 1.7523 0.8786
H 2.5010 1.3128 -0.5389
H 2.7782 0.3187 0.9715
H -2.5397 1.7607 0.3335
H -2.5686 1.0431 -1.3322
H -3.8034 0.5108 -0.0473

---

Entry 7:
20
Properties=species:S:1:pos:R:3 method="wB97M-V/def2-TZVPD" total_energy_ha=-2873.08365 homo_lumo_gap_ha=0.248 multiplicity=1 total_charge=+1 e_homo_ev=-11.621
C -3.0570 -0.4142 -0.3921
C -1.9796 -0.0162 0.6043
Cl -2.6525 1.3980 1.6147
C -0.6584 0.4025 -0.0289
Ga 1.0398 -0.6647 0.4945
F 1.0411 -0.7044 2.4806
C 2.6216 0.3905 -0.1197
O 3.3000 -0.3755 -1.1167
N 3.4986 0.4122 -2.2896
O 3.6755 -0.2627 -3.2106
H -3.5193 0.4672 -0.8305
H -3.8206 -1.0456 0.0594
H -2.5760 -0.9995 -1.1756
H -1.8061 -0.8642 1.2778
H -0.4390 1.4546 0.1795
H -0.7107 0.3196 -1.1138
H 0.9895 -2.1417 0.0029
H 3.3077 0.6401 0.6970
H 2.3016 1.3456 -0.5494
Ba -0.5562 0.6585 3.4162

---

Entry 8:
18
Properties=species:S:1:pos:R:3 method="wB97M-V/def2-TZVPD" total_energy_ha=-5510.99217 homo_lumo_gap_ha=0.390 multiplicity=1 e_homo_ev=-10.075
O -2.0774 1.9245 0.7267
C -2.0246 0.5450 0.4130
C -0.9442 -0.3493 1.0787
N 0.3824 0.1413 0.5966
C 1.2604 0.5833 1.3613
Br 1.2466 0.7354 3.3453
H -2.3868 2.1853 1.5622
H -3.0612 0.0429 0.6486
H -2.1913 0.6750 -0.7085
H -1.1959 -0.4230 2.0644
H -1.0821 -1.3584 0.6564
H 2.1194 1.0569 1.0171
O 1.9571 -1.5171 -1.0970
C 1.7441 -0.5800 -2.1386
Br 0.0423 -1.2827 -3.2052
H 2.3422 -2.2542 -1.5955
H 2.5533 -0.5517 -2.9244
H 1.3159 0.4266 -1.8011

---

Entry 9:
19
Properties=species:S:1:pos:R:3 method="wB97M-V/def2-TZVPD" total_energy_ha=-3005.15268 homo_lumo_gap_ha="0.236 / 0.277" multiplicity=1 total_charge=+1 e_homo_ev="-12.839 / -13.161"
C -0.5171 -1.5100 0.6154
C 0.6055 -0.9189 -1.6163
C -0.1840 -1.8933 -0.7977
C -0.0386 2.9580 -0.1209
N -1.0086 -2.3087 1.4313
N 0.7911 -1.2359 -2.8085
N -0.2832 -0.1300 0.8069
N 1.0838 0.2743 -0.9604
N 0.7646 0.6272 0.2982
Br -1.1418 2.3427 -1.3943
H 0.2699 -2.9440 -0.8834
H -1.1330 -1.9941 -1.1372
H -0.4297 3.3926 0.7384
H 0.8839 3.3708 -0.4374
H -1.1712 -2.1863 2.3774
H 1.0112 -0.6991 -3.6385
H -0.5369 0.2565 1.6863
H 1.7696 0.7363 -1.4555
H 1.5656 0.6587 0.9329

---

Entry 10:
21
Properties=species:S:1:pos:R:3 method="wB97M-V/def2-TZVPD" total_energy_ha=-3504.19716 homo_lumo_gap_ha=0.375 multiplicity=1 e_homo_ev=-10.416 smiles="CC[C@H](Br)NC(=O)OP(=O)(O)O"
C -2.0014 1.6542 -0.7632
C -2.1415 0.2871 0.0748
C -1.4287 -0.9754 -0.5987
Br -2.2634 -2.6256 0.2144
N 0.0299 -1.0851 -0.3097
C 0.8115 -0.0556 -1.0074
O 0.7945 0.1338 -2.2426
O 1.6362 0.8720 -0.2539
P 2.3956 0.0759 1.0658
O 1.4211 -0.2431 2.2213
O 3.1311 -1.3116 0.4081
O 3.6818 1.0141 1.6999
H -2.7573 2.4264 -0.3882
H -2.1789 1.4806 -1.8865
H -0.9550 2.1065 -0.5807
H -3.2671 0.0318 0.1208
H -1.7796 0.4386 1.1607
H -1.6831 -1.0417 -1.7163
H 0.4095 -2.0054 -0.5752
H 2.6015 -2.0932 0.6807
H 3.5434 0.9156 2.6760

---

Entry 11:
14
Properties=species:S:1:pos:R:3 method="wB97M-V/def2-TZVPD" total_energy_ha=-617.95865 homo_lumo_gap_ha=0.412 multiplicity=1 e_homo_ev=-10.334 smiles=CC(C)(C)Cl
C 0.8845 1.4273 -0.5562
C 0.4172 -0.0357 -0.1394
C 1.1390 -0.3518 1.1671
C 0.3831 -1.2659 -0.9385
Cl -1.4748 0.1298 0.1959
H 0.5812 2.1494 0.1557
H 1.9595 1.3170 -0.6250
H 0.4283 1.5757 -1.4138
H 0.6239 -1.2797 1.5433
H 2.1759 -0.5323 0.9745
H 1.0982 0.5546 1.8100
H 1.4579 -1.5286 -0.9374
H 0.0545 -2.0490 -0.2621
H -0.2505 -1.0559 -1.7734

---

Entry 12:
18
Properties=species:S:1:pos:R:3 method="wB97M-V/def2-TZVPD" total_energy_ha=-1407.53802 homo_lumo_gap_ha=0.356 multiplicity=1 e_homo_ev=-9.691
C -2.8230 -0.2016 0.7445
C -1.6111 -0.1525 -0.1857
C 1.5069 1.3437 -0.9870
C 1.7910 -1.4923 -0.0135
O 1.6167 0.6425 1.7629
O -0.4938 0.2204 0.5869
P 1.1086 0.1700 0.5034
Cl 1.4467 2.9671 -0.2887
I 3.8870 -1.2335 -0.2741
H -2.6941 -0.7377 1.5929
H -3.1564 0.8172 0.9435
H -3.5597 -0.6773 0.1731
H -1.8500 0.7421 -0.7473
H -1.4106 -0.9294 -0.8569
H 2.6000 1.2115 -1.2116
H 0.6918 1.4069 -1.7035
H 1.2192 -1.8798 -0.8497
H 1.7309 -2.2173 0.8108